Model a:
C4H12 | wB97M-V/def2-TZVPD

Properties
SMILES: CC.CC
Orbital gap in eV: 12.2
E_HOMO in eV: -11.2

Each line ends with the Löwdin charge.
Positions of all 16 atoms, in Å:
C: -1.650 -2.453 -0.444  -0.2371
C: 1.020 2.764 0.793  -0.1653
C: -1.164 -1.665 -1.651  -0.1831
C: 1.800 1.470 1.129  -0.1705
H: -1.383 -3.463 -0.439  0.0257
H: -1.617 -0.603 -1.578  0.0817
H: -1.356 -2.325 -2.592  0.0881
H: 2.773 1.639 1.262  0.0076
H: -2.683 -2.427 -0.014  0.0715
H: 1.737 0.743 0.362  0.0423
H: 1.547 3.120 -0.132  0.0701
H: 0.967 3.382 1.642  0.0267
H: -1.173 -2.205 0.544  0.0679
H: -0.009 -1.560 -1.465  0.0853
H: 1.319 1.075 2.063  0.0827
H: -0.128 2.509 0.518  0.1065

Model b:
C4H12 | wB97M-V/def2-TZVPD

Properties
SMILES: CC.CC
Orbital gap in eV: 12.8
E_HOMO in eV: -11.6

Each line ends with the Löwdin charge.
Positions of all 16 atoms, in Å:
C: 2.023 -0.064 1.681  -0.1891
C: -2.559 0.784 -1.697  -0.1718
C: -1.165 0.640 -1.022  -0.1575
C: 1.827 -1.453 1.113  -0.1593
H: -1.249 0.953 0.018  0.0575
H: -0.398 1.186 -1.560  0.0590
H: 2.598 -1.751 0.409  0.0625
H: 2.078 0.706 0.890  0.0642
H: -3.351 1.232 -1.093  0.0577
H: -1.002 -0.438 -1.046  0.0511
H: 2.872 0.199 2.314  0.0604
H: 0.855 -1.404 0.623  0.0480
H: 1.735 -2.195 1.910  0.0638
H: -2.953 -0.132 -2.148  0.0579
H: -2.458 1.431 -2.562  0.0488
H: 1.146 0.306 2.170  0.0469

Which of them is the most stable? Correct choice: model b.

Model a:
C4H12 | wB97M-V/def2-TZVPD

Properties
SMILES: CC.CC
Orbital gap in eV: 12.3
E_HOMO in eV: -11.1

Each line ends with the Löwdin charge.
Positions of all 16 atoms, in Å:
C: -2.393 -0.548 -1.711  -0.1629
C: 2.168 0.633 2.263  -0.1806
C: -0.866 -0.355 -1.894  -0.1540
C: 1.020 0.254 1.299  -0.1648
H: 2.949 1.148 1.700  0.0552
H: -2.469 -1.553 -1.259  0.0543
H: -0.393 0.260 -1.137  0.0349
H: -0.380 -1.281 -2.137  0.0601
H: -2.796 0.129 -0.967  0.0594
H: 1.904 1.361 3.038  0.0578
H: 1.156 0.997 0.519  0.0529
H: 0.097 0.302 1.869  0.0629
H: 1.152 -0.735 0.866  0.0611
H: 2.644 -0.133 2.881  0.0568
H: -0.843 0.328 -2.724  0.0470
H: -2.951 -0.809 -2.607  0.0598

Model b:
C4H12 | wB97M-V/def2-TZVPD

Properties
SMILES: CC.CC
Orbital gap in eV: 12.1
E_HOMO in eV: -11.0

Each line ends with the Löwdin charge.
Positions of all 16 atoms, in Å:
C: -0.988 -0.664 1.586  -0.2088
C: 0.791 1.367 -0.716  -0.1651
C: 2.065 0.545 -1.220  -0.1705
C: -1.774 -1.281 0.438  -0.1901
H: -1.439 -2.198 -0.028  0.0556
H: -1.238 0.460 1.717  0.1056
H: 2.971 0.503 -0.392  0.1206
H: -2.820 -1.324 0.673  0.0409
H: 2.193 1.122 -2.134  0.0367
H: 1.802 -0.393 -1.668  0.0310
H: 0.186 1.487 -1.570  0.0302
H: 1.091 2.356 -0.248  0.0803
H: -1.264 -1.131 2.567  0.0698
H: -1.773 -0.451 -0.427  0.0983
H: -0.042 -1.066 1.388  0.0324
H: 0.237 0.669 0.032  0.0330

Which of them is the most stable? Correct choice: model a.

Model a:
C4H12 | wB97M-V/def2-TZVPD

Properties
SMILES: CC.CC
Orbital gap in eV: 13.0
E_HOMO in eV: -11.9

Each line ends with the Löwdin charge.
Positions of all 16 atoms, in Å:
C: 0.953 -0.400 1.978  -0.1723
C: -2.123 -0.300 -1.730  -0.1681
C: -1.291 0.978 -1.921  -0.1742
C: 2.456 -0.262 1.725  -0.1713
H: 2.991 -0.315 2.675  0.0601
H: 0.716 -1.420 2.264  0.0590
H: -0.248 0.783 -1.645  0.0546
H: 0.403 -0.239 1.044  0.0475
H: -1.667 1.817 -1.340  0.0581
H: 0.593 0.338 2.687  0.0600
H: -3.136 -0.132 -2.078  0.0560
H: 2.651 0.674 1.194  0.0625
H: -1.690 -1.105 -2.318  0.0588
H: -1.256 1.272 -2.972  0.0582
H: -2.151 -0.592 -0.684  0.0540
H: 2.798 -1.096 1.120  0.0571

Model b:
C4H12 | wB97M-V/def2-TZVPD

Properties
SMILES: CC.CC
Orbital gap in eV: 12.7
E_HOMO in eV: -11.6

Each line ends with the Löwdin charge.
Positions of all 16 atoms, in Å:
C: 0.516 2.806 -0.890  -0.1642
C: -0.553 1.845 -1.355  -0.1859
C: -0.018 -2.875 1.576  -0.1738
C: 0.071 -1.611 0.684  -0.1732
H: 0.201 3.832 -1.077  0.0612
H: -0.375 -3.750 1.036  0.0578
H: -0.588 -2.730 2.486  0.0546
H: -1.486 1.899 -0.797  0.0601
H: -0.340 0.781 -1.159  0.0445
H: 0.442 -2.037 -0.249  0.0603
H: 1.483 2.645 -1.367  0.0614
H: 0.758 -0.845 1.015  0.0571
H: 1.016 -3.164 1.802  0.0602
H: 0.668 2.660 0.179  0.0618
H: -0.951 -1.271 0.522  0.0567
H: -0.843 1.815 -2.407  0.0616

Model c:
C4H12 | wB97M-V/def2-TZVPD

Properties
SMILES: CC.CC
Orbital gap in eV: 12.4
E_HOMO in eV: -11.3

Each line ends with the Löwdin charge.
Positions of all 16 atoms, in Å:
C: -1.371 -0.232 -2.233  -0.1247
C: -1.031 -1.614 -1.515  -0.1563
C: 0.845 0.237 1.865  -0.1392
C: 1.583 1.643 1.848  -0.1385
H: -1.331 -2.540 -1.807  0.0100
H: -1.009 0.616 -1.830  0.0016
H: -0.144 0.277 1.422  0.0401
H: 0.022 -1.836 -1.625  0.0490
H: 2.580 1.582 2.074  0.0072
H: 0.729 -0.110 2.927  0.0762
H: -1.336 -1.487 -0.430  0.0738
H: 1.118 -0.609 1.345  0.0140
H: 1.458 2.274 0.941  0.0681
H: 1.359 2.292 2.730  0.0700
H: -1.050 -0.414 -3.254  0.0492
H: -2.549 -0.251 -2.289  0.0995

Model d:
C4H12 | wB97M-V/def2-TZVPD

Properties
SMILES: CC.CC
Orbital gap in eV: 12.4
E_HOMO in eV: -11.3

Each line ends with the Löwdin charge.
Positions of all 16 atoms, in Å:
C: 2.195 -2.013 0.439  -0.1531
C: 0.828 -1.487 1.009  -0.1523
C: -1.793 2.053 -1.375  -0.1531
C: -1.294 1.440 -0.021  -0.1520
H: -2.779 2.498 -1.294  0.0530
H: -1.125 2.875 -1.642  0.0547
H: -0.890 0.476 -0.306  0.0237
H: 0.351 -1.098 0.106  0.0291
H: -1.724 1.301 -2.152  0.0530
H: 2.956 -1.872 1.212  0.0528
H: 2.073 -3.088 0.373  0.0537
H: 0.768 -0.641 1.686  0.0593
H: 0.283 -2.372 1.317  0.0574
H: 2.585 -1.541 -0.454  0.0546
H: -2.024 1.488 0.776  0.0598
H: -0.411 1.983 0.327  0.0595

Which of them is the most stable? Correct choice: model a.